{
  "formula": "C6H13NO",
  "method": "the ωB97M-V functional and the def2-TZVPD basis",
  "elements": ["C", "C", "C", "C", "C", "H", "H", "H", "H", "H", "H", "H", "H", "H", "H", "N", "C", "O", "H", "H", "H"],
  "positions_angstrom": [[-2.1676, 0.7747, 0.2429], [-1.1334, -0.2868, 0.4421], [-0.2298, -0.7232, -0.4437], [-0.1371, -0.2894, -1.8766], [0.6714, -1.8788, -0.1104], [-2.1849, 1.4520, 1.0972], [-1.9933, 1.3621, -0.6536], [-3.1566, 0.3198, 0.1636], [-1.1850, -0.7754, 1.4089], [-0.8322, 0.5076, -2.1223], [-0.3320, -1.1328, -2.5391], [0.8768, 0.0573, -2.0764], [1.7090, -1.5824, -0.2637], [0.4705, -2.7267, -0.7650], [0.5453, -2.2035, 0.9205], [1.3503, 1.0048, 1.7501], [1.6389, 1.3310, 0.4574], [2.5875, 0.9085, -0.1587], [1.8483, 0.2275, 2.1565], [0.6377, 1.4832, 2.2729], [1.0162, 2.1706, 0.0975]],
  "forces_ev_per_a": [[0.118, -0.047, -0.057], [0.143, -0.219, -0.578], [-0.975, -0.676, 0.123], [0.158, 0.343, 0.231], [0.089, 0.292, 0.142], [-0.080, 0.095, 0.039], [-0.036, 0.079, -0.060], [-0.092, 0.076, 0.031], [0.218, -0.043, 0.102], [-0.036, 0.055, -0.079], [-0.027, -0.070, -0.012], [0.071, 0.034, -0.150], [0.161, -0.062, -0.001], [-0.015, -0.054, -0.069], [-0.002, -0.030, 0.068], [0.443, -0.059, -0.315], [0.336, 1.077, 1.129], [-0.211, -0.487, -0.303], [-0.072, 0.164, 0.105], [-0.039, -0.190, -0.159], [-0.151, -0.277, -0.188]],
  "smiles": "CC=C(C)C.NC=O",
  "total_charge": 0,
  "orbital_gap_ha": 0.352,
  "e_homo_ev": -8.71,
  "de_lowest_kcal_mol": 22.7
}